95
Properties=species:S:1:pos:R:3:mulliken_charge:R:1 method="wB97M-V/def2-TZVPD" e_tot_ha=-1781.7178 smiles="CC(=O)N(BCc1ccccc1C)C(C)=O.CCO.CCO.CCO.CCO.CCO.CCO.CCO" homo_energy_ev=-7.63 lumo_ev=0.05 orbital_gap_ev=7.673 spin_multiplicity=1
C 3.054 -3.023 -1.370 -0.842
C 1.744 -2.519 -2.280 0.314
O 1.323 -3.281 -3.300 -0.549
N 1.037 -1.196 -2.002 0.595
B 0.606 -1.087 -0.552 0.292
C -0.801 -0.238 -0.214 -0.273
C -1.517 0.013 -1.702 0.572
C -1.396 1.448 -2.489 0.036
C -2.058 1.687 -3.971 -0.700
C -2.848 0.388 -4.639 -0.382
C -3.000 -1.043 -3.837 -0.472
C -2.331 -1.293 -2.329 0.569
C -2.478 -2.743 -1.553 -0.929
C 2.013 -0.122 -2.419 0.292
C 2.033 1.443 -1.940 -0.827
O 2.953 -0.479 -3.338 -0.637
H 3.607 -2.037 -0.987 0.253
H 2.751 -3.732 -0.489 0.280
H 3.790 -3.529 -2.126 0.292
H 1.226 -1.542 0.368 -0.135
H -1.516 -0.824 0.519 -0.131
H -0.566 0.799 0.329 -0.125
H -0.807 2.320 -1.971 0.316
H -1.916 2.725 -4.503 0.286
H -3.308 0.506 -5.720 0.262
H -3.563 -1.936 -4.342 0.270
H -2.080 -3.619 -2.250 0.283
H -1.902 -2.786 -0.518 0.063
H -3.612 -2.980 -1.289 0.322
H 3.127 1.853 -2.188 0.371
H 1.878 1.624 -0.795 0.295
H 1.307 2.132 -2.585 0.148
C -1.989 -2.970 4.151 -0.812
C -1.632 -1.831 3.220 -0.251
O -2.488 -1.843 2.087 -0.501
H -1.900 -3.932 3.635 0.312
H -1.335 -2.977 5.027 0.401
H -3.028 -2.885 4.487 0.041
H -0.601 -1.932 2.869 0.229
H -1.732 -0.865 3.724 0.255
H -3.401 -1.744 2.409 0.239
C 4.223 1.313 -6.111 -0.602
C 3.035 2.136 -6.564 -0.411
O 1.842 1.376 -6.437 -0.523
H 4.307 0.398 -6.707 0.254
H 5.151 1.884 -6.207 0.198
H 4.105 1.004 -5.068 0.192
H 3.146 2.424 -7.614 0.327
H 2.936 3.046 -5.965 0.254
H 1.748 1.132 -5.500 0.265
C -5.476 -6.366 4.176 -1.229
C -5.081 -4.925 4.428 0.149
O -4.830 -4.268 3.194 -0.446
H -4.684 -6.893 3.634 0.317
H -5.668 -6.888 5.117 0.336
H -6.376 -6.417 3.554 0.348
H -4.169 -4.879 5.031 0.092
H -5.873 -4.388 4.957 0.188
H -5.648 -4.308 2.669 0.271
C -2.295 4.789 0.528 -1.264
C -0.974 4.056 0.636 0.093
O -0.440 3.825 -0.660 -0.438
H -3.010 4.210 -0.065 0.325
H -2.722 4.971 1.518 0.365
H -2.164 5.750 0.019 0.330
H -1.113 3.087 1.125 0.187
H -0.250 4.635 1.216 0.160
H -0.313 4.692 -1.083 0.233
C -3.051 -2.348 8.060 -0.840
C -4.190 -3.295 8.374 -0.302
O -4.106 -4.446 7.547 -0.460
H -3.081 -2.046 7.008 0.095
H -3.104 -1.453 8.686 0.356
H -2.085 -2.836 8.224 0.317
H -5.154 -2.811 8.188 0.288
H -4.160 -3.612 9.421 0.268
H -3.251 -4.874 7.726 0.275
C 1.749 7.587 3.728 -1.054
C 0.610 6.640 4.042 -0.210
O 0.694 5.489 3.215 -0.464
H 1.719 7.889 2.676 0.271
H 1.696 8.482 4.354 0.336
H 2.715 7.099 3.891 0.331
H -0.354 7.124 3.856 0.278
H 0.640 6.323 5.089 0.247
H 1.549 5.061 3.394 0.256
C 7.960 -0.364 -6.178 -0.894
C 8.355 1.076 -5.926 -0.219
O 8.606 1.733 -7.160 -0.529
H 8.752 -0.892 -6.720 0.304
H 7.767 -0.886 -5.237 0.294
H 7.060 -0.416 -6.800 0.228
H 9.267 1.123 -5.323 0.316
H 7.563 1.613 -5.397 0.201
H 7.788 1.693 -7.685 0.315